Entry 1:
C25H32BN8Pt | ωB97M-V/def2-TZVPD

Last column: Mulliken charge in e.
Geometry (Å):
Pt: 0.101 -1.160 -0.348  1.549
C: -2.704 -2.031 -2.100  -1.587
C: -1.394 -2.460 -1.535  -0.130
C: -0.183 -2.298 -2.279  -0.739
C: 1.091 -2.770 -1.848  0.473
C: 2.302 -2.772 -2.714  -1.710
C: 1.127 -3.428 -0.593  -0.866
C: -0.042 -3.703 0.143  -0.036
C: 0.005 -4.804 1.142  -1.501
C: -1.252 -3.048 -0.261  -0.092
H: -2.618 -1.079 -2.624  0.330
H: -3.478 -1.963 -1.338  0.460
H: -3.020 -2.783 -2.832  0.401
H: -0.259 -1.830 -3.247  1.322
H: 3.200 -2.481 -2.169  0.388
H: 2.196 -2.181 -3.618  0.419
H: 2.452 -3.812 -3.033  0.421
H: 2.054 -3.888 -0.268  0.864
H: 0.857 -4.728 1.820  0.519
H: 0.179 -5.710 0.541  0.427
H: -0.918 -4.955 1.691  0.418
H: -2.128 -3.127 0.375  0.775
C: 0.443 0.150 -4.018  -1.689
C: -0.251 0.828 -2.886  0.632
C: -0.942 2.024 -3.019  -1.531
C: -1.193 2.474 -1.742  0.043
N: -0.699 1.591 -0.869  1.252
N: -0.142 0.553 -1.547  -0.405
B: -0.309 1.792 0.607  -0.263
N: 1.157 1.310 0.789  1.307
C: 2.177 1.893 1.444  0.090
C: 3.245 1.035 1.488  -1.620
C: 2.837 -0.129 0.839  0.451
C: 3.676 -1.331 0.624  -0.808
N: 1.564 0.052 0.429  -0.449
N: -1.198 0.890 1.445  1.023
C: -1.968 1.111 2.522  0.059
C: -2.169 -0.076 3.179  -1.510
C: -1.459 -1.036 2.474  0.600
C: -1.253 -2.433 2.918  -1.391
N: -0.885 -0.445 1.392  -0.567
N: -0.384 3.310 0.918  1.062
C: 0.453 4.312 0.332  -0.239
C: 0.040 5.507 0.786  -1.051
C: -1.065 5.223 1.652  0.423
C: -1.894 6.126 2.423  -1.101
N: -1.279 3.838 1.678  -0.956
H: -0.213 -0.489 -4.613  0.451
H: 1.322 -0.391 -3.682  0.199
H: 0.792 0.926 -4.700  0.542
H: -1.157 2.531 -3.946  0.606
H: -1.653 3.393 -1.416  0.554
H: 2.088 2.890 1.848  0.586
H: 4.215 1.215 1.923  0.546
H: 4.035 -1.714 1.580  0.416
H: 4.556 -1.066 0.035  0.391
H: 3.141 -2.120 0.109  -0.296
H: -2.309 2.103 2.757  0.667
H: -2.725 -0.238 4.089  0.563
H: -2.065 -3.099 2.622  0.289
H: -1.229 -2.447 4.007  0.554
H: -0.292 -2.803 2.579  0.224
H: 1.245 4.042 -0.350  0.650
H: 0.446 6.480 0.559  0.527
H: -1.260 6.728 3.092  0.377
H: -2.668 5.618 2.989  0.329
H: -2.338 6.881 1.755  0.361

Atoms 1-2, force components in eV/Å:
Pt -0.16 0.24 0.28
C -0.02 0.11 0.09

Results
Multiplicity: 2
⟨S²⟩: 0.7555
E_HOMO (spin up / spin down) in eV: -20.774 / -20.774
Energy above the lowest of the compared OMol25 structures with the same formula, charge and spin in eV: 0.0038
Molar mass in g/mol: 650.48
Total charge: +4
Kohn-Sham gap (spin up / spin down) in eV: 5.910 / 5.910
Largest force on an atom in eV Å⁻¹: 0.47

***

Entry 2:
C25H32BrN2O5PReSe2 | ωB97M-V/def2-TZVPD

Last column: Mulliken charge in e.
Geometry (Å):
Re: 0.081 -0.351 0.489  0.851
C: -0.654 4.496 0.349  -1.182
O: -0.153 3.282 -0.184  -0.308
C: -0.524 2.925 -1.427  0.506
C: -1.276 3.729 -2.280  -0.628
C: -1.551 3.320 -3.579  -0.749
C: -1.075 2.102 -4.041  -1.009
C: -0.315 1.311 -3.194  -0.103
C: -0.046 1.705 -1.894  0.233
N: 0.807 0.863 -1.080  1.214
N: 1.913 0.673 -1.656  -0.818
C: 2.919 -0.030 -1.076  -0.281
C: 2.981 -0.274 0.306  1.278
O: 1.971 -0.126 1.119  -0.421
C: 4.239 -0.643 0.875  -0.965
C: 5.292 -0.947 0.087  -0.743
C: 5.209 -0.886 -1.340  0.804
C: 6.272 -1.305 -2.162  -0.875
C: 6.174 -1.226 -3.527  -0.520
C: 5.006 -0.709 -4.112  -0.667
C: 3.956 -0.295 -3.329  -0.556
C: 4.035 -0.380 -1.925  0.491
H: -0.273 5.357 -0.205  0.447
H: -0.302 4.535 1.374  0.256
H: -1.746 4.507 0.347  0.435
H: -1.622 4.697 -1.946  0.463
H: -2.123 3.969 -4.229  0.405
H: -1.283 1.776 -5.053  0.426
H: 0.074 0.352 -3.519  0.609
H: 4.289 -0.724 1.954  0.446
H: 6.224 -1.270 0.540  0.368
H: 7.167 -1.708 -1.701  0.387
H: 6.994 -1.556 -4.152  0.387
H: 4.930 -0.645 -5.191  0.391
H: 3.051 0.100 -3.771  0.442
O: 0.955 -0.149 3.991  -0.313
C: -0.170 0.118 4.799  -1.480
C: -1.463 -0.474 4.207  2.671
C: -2.447 -0.492 5.386  -1.346
O: -3.762 -0.909 5.030  -0.557
C: -2.081 0.366 3.071  -2.032
Se: -0.908 1.366 1.859  -0.149
C: -1.265 -1.911 3.713  -1.624
Se: -0.363 -2.240 1.987  -0.104
H: 1.747 0.220 4.389  0.260
H: -0.317 1.198 4.915  0.402
H: -0.019 -0.316 5.795  0.492
H: -2.466 0.503 5.850  0.447
H: -2.105 -1.206 6.136  0.472
H: -4.143 -0.255 4.438  0.351
H: -2.739 1.134 3.489  0.568
H: -2.666 -0.271 2.412  0.537
H: -2.245 -2.372 3.589  0.567
H: -0.707 -2.485 4.456  0.425
C: -4.524 -1.063 -0.943  -1.286
P: -2.798 -1.526 -1.102  1.262
C: -2.710 -3.208 -0.504  -1.072
C: -2.433 -1.588 -2.856  -0.991
O: -1.959 -0.495 -0.383  -0.907
H: -5.159 -1.702 -1.559  0.402
H: -4.632 -0.022 -1.253  0.343
H: -4.816 -1.154 0.104  0.355
H: -3.351 -3.839 -1.127  0.425
H: -3.039 -3.246 0.534  0.252
H: -1.681 -3.560 -0.556  0.270
H: -3.153 -2.224 -3.378  0.443
H: -1.425 -1.985 -2.976  0.240
H: -2.470 -0.572 -3.254  0.213
Br: 0.671 -2.266 -1.126  -0.556

Atoms 1-2, force components in eV/Å:
Re -0.29 -0.65 0.68
C 0.00 -0.04 -0.03

Results
Multiplicity: 2
⟨S²⟩: 1.0679
E_HOMO (spin up / spin down) in eV: -6.959 / -7.089
Energy above the lowest of the compared OMol25 structures with the same formula, charge and spin in eV: 0.0000
Molar mass in g/mol: 895.55
Total charge: 0
Kohn-Sham gap (spin up / spin down) in eV: 6.181 / 6.374
Largest force on an atom in eV Å⁻¹: 0.99

***

Question: The lowest largest force on an atom belongs to which entry?
Answer: C25H32BN8Pt

***

Question: Which value of energy above the lowest of the compared OMol25 structures with the same formula, charge and spin does entry 2 give?
Answer: 0.0000 eV